# 1
{
  "formula": "C17H22N4O2S",
  "method": "ωB97M-V with the def2-TZVPD basis set",
  "elements": ["C", "C", "O", "O", "C", "C", "C", "C", "C", "C", "N", "S", "N", "C", "H", "H", "H", "H", "H", "H", "H", "H", "C", "C", "C", "C", "N", "H", "H", "H", "H", "H", "H", "H", "C", "C", "C", "C", "N", "H", "H", "H", "H", "H", "H", "H"],
  "coordinates": [[7.477629, -1.346279, -3.046855], [6.649483, -0.182734, -2.231960], [7.210118, 0.816999, -1.541611], [5.181570, -0.281571, -2.221075], [4.586526, 0.336263, -3.437882], [2.934042, 0.194518, -3.224529], [1.901044, 1.475056, -3.199839], [0.281273, 1.232237, -2.936738], [-0.204472, -0.349464, -2.695177], [0.814323, -1.633027, -2.725665], [0.604458, -3.117118, -2.522707], [2.169275, -3.956046, -2.669181], [3.263806, -2.630368, -2.975351], [2.411428, -1.377170, -2.991334], [6.999082, -1.521921, -4.104826], [7.418992, -2.354161, -2.410492], [8.606706, -1.005422, -3.154119], [4.879003, 1.459322, -3.589689], [4.837261, -0.242571, -4.429052], [2.354073, 2.547417, -3.355071], [-0.459236, 2.138478, -2.916515], [-1.356901, -0.565716, -2.471590], [-3.085912, -1.615951, 1.649217], [-1.864420, -1.764721, 0.747680], [-0.688277, -0.892184, 1.190508], [-1.093706, 0.572386, 1.155621], [-1.430085, 1.787327, 1.126733], [-3.478687, -0.594423, 1.632478], [-3.889722, -2.278078, 1.312208], [-2.842251, -1.875211, 2.685964], [-2.149620, -1.510735, -0.280596], [-1.550457, -2.814301, 0.744962], [0.165318, -1.044855, 0.521773], [-0.374997, -1.155397, 2.206594], [-3.841747, 2.530824, 5.137026], [-4.383878, 2.560652, 3.711493], [-5.672803, 1.752753, 3.548082], [-5.413611, 0.296222, 3.897214], [-5.198580, -0.912043, 4.186910], [-3.572123, 1.515927, 5.445830], [-2.938033, 3.143746, 5.212695], [-4.580251, 2.922670, 5.845898], [-3.614434, 2.175151, 3.031388], [-4.574672, 3.600858, 3.425539], [-6.027696, 1.816853, 2.514118], [-6.458841, 2.145808, 4.201923]],
  "forces_ev_per_a": [[-0.1, 0.3, 0.6], [1.9, 4.3, 2.9], [-3.4, -6.6, -4.5], [2.5, 1.0, -1.9], [-2.1, 0.1, -0.4], [-2.2, 0.8, 0.4], [0.2, -4.7, 0.5], [2.5, -5.0, 0.2], [1.6, 2.3, -0.4], [2.8, -1.2, -0.1], [2.6, 3.9, -0.8], [-1.5, 5.5, -0.4], [-5.0, 2.9, 0.3], [-0.7, -0.5, 0.3], [0.9, 0.3, 2.2], [0.0, 2.3, -1.4], [-2.6, -0.7, 0.3], [-0.5, -2.1, 0.6], [-0.3, 0.9, 2.0], [-1.1, -2.4, 0.4], [1.5, -2.2, 0.0], [2.9, 0.6, -0.6], [0.0, -0.1, 0.0], [-0.4, -0.1, 0.0], [-0.4, 1.0, -0.2], [-2.0, 8.2, -0.1], [2.6, -9.6, 0.2], [0.1, -0.1, 0.1], [0.1, 0.1, 0.1], [-0.1, 0.1, -0.1], [0.2, -0.1, 0.1], [0.1, 0.2, -0.1], [-0.1, 0.3, 0.1], [-0.1, 0.2, -0.1], [0.1, 0.1, 0.1], [0.4, 0.1, 0.1], [0.4, -1.0, 0.2], [1.1, -8.2, 1.9], [-1.7, 9.6, -2.3], [-0.1, 0.1, 0.0], [-0.2, -0.1, 0.0], [0.1, -0.1, 0.0], [-0.2, 0.1, 0.0], [-0.1, -0.2, -0.1], [0.0, -0.2, 0.2], [0.1, -0.2, 0.0]],
  "mulliken_charge": [-0.73, 0.48, -0.53, -0.22, -0.36, 0.28, -0.48, -0.37, -0.40, 0.48, -0.53, 0.20, -0.43, 0.31, 0.25, 0.25, 0.29, 0.34, 0.28, 0.27, 0.33, 0.28, -1.21, -0.18, -0.31, 0.25, -0.56, 0.21, 0.37, 0.35, 0.07, 0.37, 0.21, 0.38, -1.19, -0.22, -0.34, 0.26, -0.54, 0.36, 0.33, 0.31, 0.12, 0.32, 0.28, 0.35],
  "e_homo_ev": -8.7,
  "de_lowest_kcal_mol": 347.9,
  "total_charge": 0,
  "gap_ev": 6.890
}

---

# 2
{
  "formula": "C17H22N4O3S",
  "method": "ωB97M-V with the def2-TZVPD basis set",
  "elements": ["C", "H", "H", "H", "C", "C", "C", "C", "C", "C", "C", "H", "H", "N", "C", "O", "C", "C", "C", "N", "S", "O", "O", "C", "C", "N", "C", "N", "H", "H", "H", "C", "C", "H", "H", "H", "H", "H", "H", "H", "H", "H", "H", "H", "H", "H", "H"],
  "coordinates": [[7.297347, 1.017558, 0.711935], [7.140418, 0.189872, 0.023769], [8.327866, 1.353489, 0.622737], [7.135720, 0.655028, 1.724539], [6.331400, 2.161758, 0.397038], [4.908535, 1.700628, 0.529691], [4.257307, 1.744276, 1.755692], [2.961812, 1.286077, 1.902996], [2.285714, 0.765451, 0.805094], [2.930286, 0.715125, -0.428530], [4.225136, 1.175775, -0.559869], [4.710293, 1.130059, -1.524357], [2.412190, 0.312747, -1.288919], [0.970986, 0.284605, 0.872380], [0.141873, 0.201500, 1.944327], [0.422038, 0.556141, 3.067522], [-1.230339, -0.391863, 1.613102], [-1.136834, -1.818140, 1.059600], [-2.542190, -2.349303, 0.790194], [-3.208622, -1.465416, -0.144858], [-4.565558, -2.081067, -0.892170], [-5.778219, -1.700843, -0.214342], [-4.332439, -3.465012, -1.161355], [-4.572454, -1.145691, -2.395484], [-3.687288, -0.898028, -3.411999], [-4.248860, -0.056696, -4.311372], [-5.448804, 0.206311, -3.865990], [-5.695164, -0.426946, -2.699976], [-6.519948, -0.429716, -2.118658], [-6.153853, 0.845277, -4.358046], [-2.695378, -1.277544, -3.542293], [-3.383669, -0.125103, 0.368573], [-2.012688, 0.492620, 0.635942], [-2.137660, 1.492888, 1.052640], [-1.482084, 0.578113, -0.314261], [-3.985394, -0.136283, 1.288371], [-3.923192, 0.449048, -0.387525], [-3.104991, -2.415762, 1.732668], [-2.515765, -3.335791, 0.327017], [-0.576341, -1.834765, 0.123384], [-0.632494, -2.467257, 1.776320], [-1.774842, -0.423676, 2.562873], [0.612967, -0.051853, -0.010477], [2.470815, 1.328909, 2.860144], [4.771561, 2.148845, 2.615356], [6.517517, 2.988020, 1.086015], [6.513287, 2.516636, -0.619437]],
  "forces_ev_per_a": [[0.0, 0.2, -0.1], [0.0, -0.1, 0.0], [0.1, 0.0, 0.0], [0.0, -0.1, 0.1], [0.1, -0.2, 0.1], [0.0, 0.2, 0.0], [0.0, 0.0, -0.3], [-0.2, 0.0, 0.2], [0.3, 0.1, 0.0], [-0.1, 0.0, 0.1], [0.0, 0.0, 0.1], [0.0, 0.0, -0.1], [-0.1, 0.0, -0.1], [0.0, -0.1, -0.5], [-0.7, -0.3, -0.1], [0.1, 0.1, 0.3], [0.2, 0.1, -0.1], [-0.3, 0.1, 0.1], [0.3, -0.6, 0.1], [-0.7, -0.4, -0.6], [0.3, 0.3, -0.5], [0.1, 0.2, 0.0], [0.2, 0.0, 0.0], [0.1, -0.2, 0.6], [0.0, -0.2, 0.4], [0.2, 0.2, -0.5], [-0.2, 0.0, 0.1], [-0.2, 0.0, 0.1], [0.0, 0.1, -0.1], [-0.2, 0.1, 0.0], [0.2, -0.1, 0.1], [0.0, 0.7, 0.0], [-0.2, -0.2, 0.1], [0.0, 0.0, 0.0], [0.0, 0.1, 0.0], [0.0, 0.0, -0.1], [0.0, 0.1, 0.1], [0.0, 0.0, 0.0], [0.1, 0.0, 0.2], [0.1, -0.1, 0.0], [0.0, 0.0, 0.0], [0.1, 0.0, 0.0], [0.0, 0.0, 0.2], [0.0, 0.0, 0.0], [0.1, 0.1, 0.1], [0.0, 0.1, -0.1], [0.0, 0.1, 0.0]],
  "mulliken_charge": [-1.05, 0.32, 0.35, 0.32, -1.01, 0.61, -0.69, -0.60, 0.97, -0.57, -0.82, 0.36, 0.33, 0.04, 0.15, -0.69, -0.07, -0.60, -0.85, 0.20, 1.27, -0.72, -0.70, -0.16, -0.09, -0.61, -0.33, 0.00, 0.22, 0.41, 0.47, -0.75, -0.71, 0.37, 0.24, 0.31, 0.54, 0.37, 0.50, 0.30, 0.34, 0.38, 0.08, 0.51, 0.36, 0.35, 0.35],
  "e_homo_ev": -8.4,
  "de_lowest_kcal_mol": 34.4,
  "total_charge": 0,
  "gap_ev": 8.887
}

---

# 3
{
  "formula": "C17H22N4O4S",
  "method": "ωB97M-V with the def2-TZVPD basis set",
  "elements": ["C", "C", "O", "C", "C", "C", "N", "N", "C", "N", "C", "O", "C", "C", "H", "H", "C", "N", "C", "O", "C", "C", "C", "C", "O", "H", "H", "H", "C", "C", "H", "H", "H", "H", "H", "H", "H", "H", "S", "H", "H", "H", "H", "H", "H", "H", "H", "H"],
  "coordinates": [[6.913939, 0.154738, 3.520615], [7.170344, 1.399745, 2.674181], [6.022879, 2.168481, 2.381620], [5.100024, 1.601766, 1.488213], [3.876952, 0.992388, 2.207619], [2.917307, 0.441042, 1.230317], [1.756073, 0.912151, 0.978985], [1.073743, 0.267208, 0.042988], [1.705587, -0.733180, -0.468301], [1.268218, -1.573070, -1.442384], [0.119227, -1.542263, -2.227071], [-0.011793, -2.399731, -3.064066], [-0.876090, -0.450247, -1.940083], [-1.746338, -0.869540, -0.745466], [-2.236836, -1.818749, -0.971587], [-1.129910, -0.990028, 0.145053], [-2.803702, 0.205082, -0.478145], [-3.613076, 0.417483, -1.652921], [-4.906096, 0.061980, -1.849510], [-5.425087, 0.124082, -2.955649], [-5.742851, -0.384889, -0.717702], [-6.969903, -0.988511, -0.840860], [-7.450864, -1.193208, 0.468989], [-6.493403, -0.693811, 1.297966], [-5.459910, -0.205952, 0.596415], [-6.431105, -0.626876, 2.366568], [-8.378855, -1.644006, 0.754139], [-7.446966, -1.244304, -1.763738], [-2.835422, 0.839726, -2.801173], [-1.777347, -0.203327, -3.150982], [-2.261111, -1.137680, -3.438693], [-1.185099, 0.143724, -3.998272], [-2.354581, 1.794764, -2.561582], [-3.525750, 0.979644, -3.634172], [-2.298371, 1.145579, -0.229268], [-3.420470, -0.087396, 0.366446], [-0.340369, 0.463680, -1.670217], [1.892795, -2.335718, -1.681957], [3.312335, -0.968422, 0.234901], [4.206868, 0.204843, 2.886785], [3.380424, 1.772219, 2.785384], [5.580099, 0.839084, 0.859866], [4.749564, 2.414807, 0.841986], [7.674917, 1.111906, 1.739281], [7.818760, 2.088587, 3.221180], [7.865533, -0.269709, 3.829335], [6.372026, -0.601368, 2.956667], [6.343691, 0.417276, 4.408302]],
  "forces_ev_per_a": [[-0.1, 0.4, -0.2], [0.2, -0.1, 0.1], [-0.2, 0.1, 0.1], [-0.2, 0.0, 0.0], [0.5, 0.2, 0.1], [0.3, -0.7, -0.3], [0.5, 1.0, 1.1], [-1.0, -0.6, -1.1], [1.0, 0.2, 0.7], [0.4, -0.7, -0.3], [-0.1, 0.3, 0.1], [-0.1, -0.2, -0.2], [-0.3, -0.2, -0.3], [0.1, 0.3, 0.1], [0.0, 0.0, 0.0], [0.0, 0.0, 0.0], [0.2, -0.4, 0.4], [0.1, 0.2, -0.1], [0.2, 0.3, -0.1], [-0.2, -0.2, 0.1], [-1.1, -0.5, -0.4], [0.8, 0.3, -0.1], [0.3, 0.2, 0.4], [-0.7, -0.3, 0.0], [0.3, 0.2, 0.1], [0.1, 0.1, 0.1], [-0.2, -0.1, 0.1], [0.0, 0.0, -0.2], [0.0, 0.0, -0.5], [0.1, 0.1, 0.2], [0.0, 0.0, -0.1], [0.0, 0.0, -0.1], [0.0, 0.0, 0.0], [0.2, 0.1, 0.1], [0.0, 0.0, 0.0], [0.2, 0.1, -0.1], [-0.1, -0.1, 0.0], [-0.2, 0.1, 0.0], [-0.8, 0.5, 0.0], [0.0, 0.1, 0.1], [0.0, -0.1, 0.0], [0.0, 0.1, 0.0], [0.0, -0.2, 0.0], [0.0, 0.1, 0.1], [0.0, -0.1, -0.1], [0.1, -0.1, 0.0], [-0.1, -0.1, 0.0], [-0.1, 0.0, 0.1]],
  "mulliken_charge": [-1.02, -0.27, -0.38, -0.59, -0.30, 0.37, -1.16, 0.37, 0.37, -0.04, -0.21, -0.64, 0.39, -0.57, 0.28, 0.42, -0.89, 0.07, 0.60, -0.70, 0.34, -0.34, -0.54, -0.42, -0.33, 0.46, 0.45, 0.52, -1.11, -0.72, 0.31, 0.44, 0.38, 0.51, 0.31, 0.52, 0.40, 0.27, -0.22, 0.21, 0.22, 0.41, 0.31, 0.32, 0.31, 0.39, 0.23, 0.29],
  "e_homo_ev": -8.8,
  "de_lowest_kcal_mol": 44.6,
  "total_charge": 0,
  "gap_ev": 9.135
}

---

# 4
{
  "formula": "C17H22N5O6SSbSeTc",
  "method": "ωB97M-V with the def2-TZVPD basis set",
  "elements": ["Tc", "C", "C", "N", "N", "C", "N", "S", "C", "C", "C", "C", "C", "N", "H", "H", "H", "H", "H", "H", "H", "H", "H", "O", "C", "O", "C", "C", "C", "C", "C", "N", "H", "H", "H", "H", "O", "Se", "O", "O", "O", "C", "Sb", "C", "C", "H", "H", "H", "H", "H", "H", "H", "H", "H"],
  "coordinates": [[0.505985, 0.028505, -0.344854], [-2.583970, -2.003597, 1.994736], [-1.786203, -1.228461, 0.995935], [-0.475592, -1.222541, 0.970304], [0.123577, -1.910468, 2.011778], [1.262854, -2.463246, 1.801487], [1.847218, -3.201294, 2.775568], [2.198025, -2.505495, 0.276382], [-2.378285, -0.337350, 0.028121], [-3.752056, -0.167352, -0.172155], [-4.199664, 0.737248, -1.105612], [-3.266613, 1.471467, -1.839239], [-1.929279, 1.273150, -1.602442], [-1.481493, 0.392440, -0.684042], [-2.090254, -2.940288, 2.236606], [-3.579209, -2.223119, 1.613892], [-2.690592, -1.441572, 2.926208], [1.401822, -3.175728, 3.680771], [2.855714, -3.231280, 2.762104], [-4.453095, -0.744566, 0.412082], [-5.259914, 0.877359, -1.266283], [-3.573393, 2.194843, -2.580779], [-1.163439, 1.828663, -2.127534], [1.856516, 1.747183, -3.812406], [1.455721, 1.046582, -2.909683], [1.264516, 1.404139, -1.676219], [1.042791, -0.386666, -3.208873], [1.135489, -0.911739, -4.484984], [0.685195, -2.200888, -4.708548], [0.148922, -2.917577, -3.647884], [0.100831, -2.327675, -2.399404], [0.548288, -1.087575, -2.181434], [1.552906, -0.287734, -5.262227], [0.743902, -2.641841, -5.694845], [-0.224286, -3.923468, -3.778964], [-0.295129, -2.847891, -1.537473], [4.713550, -1.422414, 1.501619], [3.810394, -0.131136, 1.233128], [4.341330, 1.034624, 0.288876], [2.455918, -0.887570, 0.058416], [2.862741, 0.302249, 2.459949], [-0.988032, 3.309844, 1.143098], [0.616510, 1.934958, 1.504743], [2.196798, 3.340320, 1.455574], [0.258521, 1.655028, 3.579072], [-0.965058, 4.118641, 1.873153], [-1.950318, 2.799592, 1.206947], [-0.882419, 3.732495, 0.143618], [1.918761, 4.225880, 2.026143], [2.376372, 3.605780, 0.415137], [3.097614, 2.891671, 1.862697], [0.185929, 2.625620, 4.068609], [1.079047, 1.081309, 4.000400], [-0.675463, 1.110938, 3.718730]],
  "forces_ev_per_a": [[0.0, 0.0, 0.0], [0.0, 0.0, 0.0], [0.0, 0.0, 0.0], [0.1, 0.0, 0.0], [-0.1, 0.0, 0.0], [0.0, 0.0, -0.1], [0.0, 0.0, 0.0], [0.0, 0.0, 0.0], [0.0, 0.0, 0.0], [0.0, 0.0, 0.0], [0.0, 0.0, 0.0], [0.0, 0.0, 0.0], [0.0, 0.0, 0.0], [0.0, 0.1, 0.0], [0.0, 0.0, 0.0], [0.0, 0.0, 0.0], [0.0, 0.0, 0.0], [0.0, 0.0, 0.0], [0.0, 0.0, 0.0], [0.0, 0.0, 0.0], [0.0, 0.0, 0.0], [0.0, 0.0, 0.0], [0.0, 0.0, 0.0], [0.1, 0.0, 0.0], [-0.2, 0.0, 0.0], [0.0, -0.1, 0.0], [0.1, 0.0, 0.0], [0.0, 0.0, 0.0], [0.0, 0.0, 0.0], [0.0, 0.0, 0.0], [0.0, 0.0, 0.0], [0.0, 0.0, 0.0], [0.0, 0.0, 0.0], [0.0, 0.0, 0.0], [0.0, 0.0, 0.0], [0.0, 0.0, 0.0], [0.0, 0.0, 0.0], [0.0, 0.0, 0.0], [0.0, 0.1, 0.0], [0.0, -0.1, 0.0], [0.0, 0.0, 0.1], [0.0, 0.0, 0.0], [0.0, 0.0, -0.1], [0.0, 0.0, 0.0], [0.0, 0.0, 0.0], [0.0, 0.0, 0.0], [0.0, 0.0, 0.0], [0.0, 0.0, 0.0], [0.0, 0.0, 0.0], [0.0, 0.0, 0.0], [0.0, 0.0, 0.0], [0.0, 0.0, 0.0], [0.0, 0.0, 0.0], [0.0, 0.0, 0.0]],
  "mulliken_charge": [0.65, -1.86, 0.34, 1.62, -1.53, 0.41, -0.44, -0.02, 0.79, -0.91, -0.59, -0.89, -0.62, 0.61, 0.44, 0.52, 0.23, 0.26, 0.27, 0.36, 0.44, 0.45, 0.59, -0.71, 0.51, -0.55, 0.35, -0.87, -0.28, -0.92, -0.46, 0.56, 0.56, 0.42, 0.43, 0.49, -0.62, 1.03, -0.58, -0.43, -0.59, -1.42, 1.03, -1.30, -1.24, 0.48, 0.34, 0.39, 0.44, 0.40, 0.34, 0.41, 0.32, 0.34],
  "spin_multiplicity": 2,
  "e_homo_ev": [-7.9, -7.2],
  "de_lowest_kcal_mol": 1.9,
  "total_charge": 0,
  "gap_ev": [7.052, 6.482]
}

---

| no. | strongest force on any atom (eV/Å) |
| --- | --- |
| 1 | 10.04 |
| 2 | 0.98 |
| 3 | 1.58 |
| 4 | 0.15 |